15
Properties=species:S:1:pos:R:3:forces:R:3:mulliken_charge:R:1 method="wB97M-V/def2-TZVPD" smiles=C[C@@H](O)[C@H]1CN1 charge=0 homo_energy_ev=-9.8 homo_lumo_gap_ev=10.86
C -1.8459 0.2063 -0.5878 -0.04 -0.02 -0.04 -1.350
C -0.6563 0.3855 0.3375 0.03 0.08 -0.36 0.340
O -1.0674 0.0301 1.6430 0.18 0.02 0.24 -0.549
C 0.5229 -0.4742 -0.0625 -0.20 -0.09 -0.08 -0.128
C 1.7533 0.1099 -0.6326 0.11 0.11 -0.25 -0.429
N 1.6999 -0.2678 0.7817 0.15 -0.13 0.14 -0.560
H -2.6863 0.8167 -0.2458 0.13 -0.07 -0.04 0.327
H -1.5946 0.4990 -1.6129 -0.01 -0.04 0.15 0.352
H -2.1668 -0.8415 -0.5897 0.06 0.14 0.00 0.343
H -0.3269 1.4388 0.3191 -0.05 -0.15 0.03 0.212
H -0.2586 0.0561 2.1765 -0.20 -0.03 0.01 0.355
H 0.2713 -1.5010 -0.3314 0.06 0.15 0.03 0.366
H 1.8056 1.1802 -0.8189 -0.04 -0.15 0.04 0.219
H 2.3528 -0.4969 -1.3075 -0.11 0.07 0.11 0.277
H 2.1970 -1.1412 0.9316 -0.08 0.12 -0.01 0.225


15
Properties=species:S:1:pos:R:3:forces:R:3:mulliken_charge:R:1 method="wB97M-V/def2-TZVPD" charge=0 homo_energy_ev=-7.7 homo_lumo_gap_ev=8.49
C -1.3551 0.0660 0.9697 0.01 0.00 0.04 -1.368
C -0.2184 -0.3992 0.0675 0.05 -0.09 0.13 0.515
C -0.5634 -0.3693 -1.4198 0.10 0.05 0.05 -1.349
N 0.9862 0.4330 0.2992 -0.06 0.09 0.43 0.157
C 2.3398 -0.0731 -0.0636 0.24 0.15 -0.50 -0.501
O 1.8855 0.0578 1.3379 -0.44 -0.37 0.18 -0.360
H -2.2184 -0.5978 0.8559 0.16 0.11 0.01 0.378
H -1.6833 1.0817 0.7106 0.08 -0.16 0.02 0.355
H -1.0479 0.0527 2.0203 -0.05 0.00 -0.14 0.361
H 0.1122 -1.3990 0.3513 -0.01 0.03 -0.05 0.232
H 0.3180 -0.6422 -2.0078 -0.14 0.03 0.09 0.379
H -0.9116 0.6225 -1.7337 0.06 -0.13 0.08 0.335
H -1.3625 -1.0890 -1.6304 0.15 0.14 0.08 0.377
H 0.7951 1.4078 0.5033 -0.08 0.23 -0.50 0.364
H 2.9240 0.8482 -0.2605 -0.07 -0.08 0.08 0.125


15
Properties=species:S:1:pos:R:3:forces:R:3:mulliken_charge:R:1 method="wB97M-V/def2-TZVPD" smiles="C/N=C(/C)OC" charge=0 homo_energy_ev=-9.9 homo_lumo_gap_ev=10.88
C 0.9036 -1.2417 -0.7889 0.23 -0.32 -0.10 -0.783
O -0.1776 -0.3391 -0.8302 -0.26 -0.26 -0.27 -0.392
C -0.5890 0.1635 0.3826 0.04 0.11 -0.09 0.879
N -0.3307 1.3624 0.6771 0.15 -0.55 -0.48 -0.621
C 0.4982 2.0508 -0.3302 0.02 0.33 0.15 -0.687
C -1.3641 -0.8680 1.1442 -0.04 0.05 0.02 -1.027
H 1.4811 -1.0696 -1.7004 0.02 -0.16 0.11 0.270
H 0.5264 -2.2683 -0.7793 0.20 -0.05 0.02 0.286
H 1.5588 -1.0784 0.0795 -0.18 0.02 -0.16 0.362
H 0.8627 1.4523 -1.1799 -0.27 0.10 0.50 0.217
H -0.1007 2.8608 -0.7494 0.19 0.19 0.15 0.302
H 1.3700 2.4477 0.1892 -0.11 0.31 -0.01 0.279
H -2.0599 -1.3094 0.4223 -0.01 0.00 0.26 0.309
H -0.6711 -1.6646 1.4489 -0.20 0.14 0.04 0.271
H -1.9078 -0.4983 2.0145 0.23 0.11 -0.14 0.335


15
Properties=species:S:1:pos:R:3:forces:R:3:mulliken_charge:R:1 method="wB97M-V/def2-TZVPD" smiles=CC#N.CCO charge=0 homo_energy_ev=-10.1 homo_lumo_gap_ev=10.89
N -3.0309 1.8725 1.7458 -2.14 1.29 1.08 -0.347
C -3.9501 2.4289 2.2093 2.09 -1.27 -1.05 0.295
C -5.0955 3.1222 2.7868 -0.43 0.26 0.22 -0.693
H -5.2728 4.0745 2.2593 0.11 -0.42 0.20 0.248
H -4.9144 3.3390 3.8530 -0.04 -0.11 -0.46 0.249
H -6.0022 2.4997 2.7033 0.42 0.24 0.02 0.249
O 2.7883 -1.3630 -0.3776 -0.85 0.39 0.02 -0.525
C 3.9137 -2.4089 -2.1852 0.27 -0.16 -0.13 -1.025
C 2.6421 -1.7121 -1.7570 -0.21 0.08 -0.04 -0.151
H 1.9683 -0.9100 -0.0898 0.76 -0.41 -0.22 0.303
H 4.0751 -3.3163 -1.5793 -0.04 0.36 -0.23 0.273
H 4.7799 -1.7390 -2.0532 -0.33 -0.28 -0.04 0.273
H 3.8535 -2.7011 -3.2471 0.04 0.10 0.39 0.335
H 2.4742 -0.8062 -2.3707 0.06 -0.29 0.21 0.258
H 1.7708 -2.3802 -1.8977 0.29 0.22 0.06 0.258


15
Properties=species:S:1:pos:R:3:forces:R:3:mulliken_charge:R:1 method="wB97M-V/def2-TZVPD" charge=0 homo_energy_ev=-7.6 homo_lumo_gap_ev=8.38
C -1.9448 0.6386 -0.6779 -0.23 0.04 -0.04 -0.593
O -0.9350 1.1593 0.2110 -0.59 0.00 0.42 -0.337
C 0.4311 0.4130 0.1717 0.57 -0.42 0.07 0.744
N 0.5414 -0.3667 -0.8087 -0.15 0.13 0.70 -0.528
C 1.3561 -1.5577 -0.6424 0.21 -0.19 -0.03 -0.914
C 0.8516 0.7661 1.4586 0.80 -0.13 -0.19 -1.186
H -1.7796 1.1221 -1.6452 -0.13 -0.09 0.27 0.243
H -2.9119 0.9108 -0.2540 0.12 -0.01 -0.11 0.294
H -1.8355 -0.4404 -0.8064 0.01 0.21 0.16 0.325
H 2.4374 -1.3863 -0.5423 -0.17 0.16 -0.03 0.294
H 1.0225 -2.0929 0.2622 0.15 0.06 -0.18 0.312
H 1.2034 -2.2234 -1.4997 0.06 0.20 0.15 0.277
H 1.8473 0.4408 1.7527 -0.29 -0.02 0.15 0.277
H 0.5704 1.7804 1.7678 0.31 -0.34 -0.06 0.309
H -0.8544 0.8364 1.2527 -0.65 0.40 -1.30 0.484


15
Properties=species:S:1:pos:R:3:forces:R:3:mulliken_charge:R:1 method="wB97M-V/def2-TZVPD" smiles="C=CC(=C)N.O" charge=0 homo_energy_ev=-8.1 homo_lumo_gap_ev=8.89
N -0.6863 -0.8361 -1.9858 -1.36 -3.47 -0.01 -0.518
C -0.9591 -1.0160 -0.6001 -0.58 -0.35 0.73 0.458
C -1.3587 -2.2112 -0.0643 0.96 3.83 -3.77 -1.067
C 0.5291 0.4090 0.7193 0.77 0.35 0.81 -0.440
C -0.7444 0.1544 0.3859 2.34 -1.81 -2.48 -0.506
H -1.2124 -1.5704 -2.5755 1.41 1.01 1.40 0.267
H -1.0122 -0.0167 -2.3791 -0.48 2.57 -0.45 0.259
H -1.3124 -2.2727 0.9227 -0.22 -0.60 4.12 0.401
H -1.8935 -2.8474 -0.6741 -0.53 -1.93 -1.08 0.314
H 0.6474 1.0569 1.6371 0.45 -0.52 -1.49 0.214
H 1.5069 -0.0158 0.1734 -2.64 0.74 1.55 0.229
H -1.6039 0.7121 0.6883 -0.31 0.01 0.66 0.393
H 3.3819 2.7518 0.7621 -0.41 0.47 0.63 0.295
H 2.1998 3.1770 1.8528 1.40 -1.32 -1.95 0.315
O 2.5179 2.5249 1.1373 -0.78 1.03 1.32 -0.613


15
Properties=species:S:1:pos:R:3:forces:R:3:mulliken_charge:R:1 method="wB97M-V/def2-TZVPD" smiles=C[C@@H]1CN[C@H]1O charge=0 homo_energy_ev=-9.3 homo_lumo_gap_ev=10.37
C 0.7264 1.0690 -1.2033 0.02 -0.01 -0.05 -1.557
C -0.0879 0.5726 -0.0198 0.00 0.11 -0.02 0.487
C 0.7268 -0.0801 1.1167 0.19 0.20 0.17 -0.609
N -0.0016 -1.3492 0.9243 0.04 -0.21 -0.03 -0.497
C -0.7800 -0.8054 -0.1911 0.16 0.01 -0.30 -0.152
O -2.1631 -0.8539 -0.0005 -0.10 0.07 0.16 -0.557
H 0.0879 1.4906 -1.9866 0.06 -0.08 0.10 0.369
H 1.4373 1.8429 -0.8924 -0.12 -0.08 -0.04 0.358
H 1.3047 0.2485 -1.6467 -0.06 0.11 0.09 0.375
H -2.3198 -0.5428 0.9012 -0.11 -0.13 -0.08 0.337
H -0.7911 1.3420 0.3175 0.10 -0.11 -0.03 0.250
H 0.5703 0.3377 2.1184 0.09 -0.03 -0.15 0.230
H 1.8059 -0.1192 0.9229 -0.17 -0.04 -0.03 0.316
H 0.5748 -2.1520 0.6992 -0.15 0.06 0.11 0.264
H -0.6116 -1.2936 -1.1591 0.05 0.12 0.11 0.385


15
Properties=species:S:1:pos:R:3:forces:R:3:lowdin_spin:R:1 method="wB97M-V/def2-TZVPD" charge=0 homo_energy_ev="-4.0 / -9.4" homo_lumo_gap_ev="4.93 / 7.09" spin_multiplicity=3
C 1.4823 -0.7782 0.0182 -1.54 -2.01 2.04 0.290
C -0.1031 0.1060 0.1193 1.49 1.98 -0.96 0.180
C -1.0844 -0.0573 1.2325 -0.13 2.45 -0.08 0.042
C -0.7512 -0.0088 -1.3124 0.72 1.62 1.46 0.024
N 0.8725 1.2729 0.4589 -5.75 -0.07 -2.98 0.620
O 2.0159 0.4655 0.4042 4.85 -2.38 -0.45 0.634
H 1.3994 -1.5320 0.8234 0.65 0.27 -0.35 0.044
H 1.8435 -1.2440 -0.9072 -0.03 0.86 0.13 0.063
H -0.7214 0.5288 2.1268 -0.08 -1.61 -0.38 0.002
H -1.3294 -1.1143 1.2929 -0.43 0.05 0.72 0.008
H -1.9272 0.6409 0.9501 0.05 -1.41 0.23 0.012
H 0.0731 0.2043 -2.0377 -0.99 -0.69 0.13 0.001
H -1.5940 0.7117 -1.4702 0.65 -0.49 0.13 0.003
H -1.1839 -1.0205 -1.2998 0.47 0.14 -0.58 0.007
H 1.0077 1.8250 -0.3990 0.07 1.28 0.96 0.068


15
Properties=species:S:1:pos:R:3:forces:R:3:lowdin_spin:R:1 method="wB97M-V/def2-TZVPD" charge=+1 homo_energy_ev="-16.4 / -16.3" homo_lumo_gap_ev="11.88 / 6.88" spin_multiplicity=2
N 0.8345 1.0089 1.2785 -0.15 2.03 -0.07 0.103
C 0.1313 0.7798 0.1317 2.66 -0.22 2.93 0.083
C 0.2227 -0.6700 -0.2437 -0.46 -1.23 -3.30 0.067
C -0.5227 -0.8383 -1.6384 1.34 1.62 0.38 0.003
C -0.2185 -1.5605 0.8960 -0.55 -2.80 -0.77 0.021
O -0.4518 1.6790 -0.4601 -0.44 0.13 -0.20 0.702
H 1.6270 0.4289 1.5468 -0.52 -0.43 -0.41 0.003
H 0.9443 1.9557 1.6889 -0.47 -0.63 -0.73 0.001
H 1.2582 -0.9371 -0.5176 0.05 0.90 0.56 0.002
H -0.1834 -0.0120 -2.3222 -0.43 -0.40 0.80 0.001
H -1.5687 -0.7000 -1.4224 -0.55 -0.57 -0.56 0.001
H -0.1771 -1.6837 -2.2224 -0.60 -0.69 0.56 0.000
H -0.2252 -1.1404 1.8873 0.25 0.12 0.27 0.004
H -1.2218 -2.0031 0.7007 0.37 0.75 0.13 0.001
H 0.4191 -2.5078 0.8460 -0.49 1.40 0.42 0.009


15
Properties=species:S:1:pos:R:3:forces:R:3:lowdin_spin:R:1 method="wB97M-V/def2-TZVPD" charge=+1 homo_energy_ev="-16.1 / -16.1" homo_lumo_gap_ev="11.75 / 6.74" spin_multiplicity=2
C -0.6320 -2.1606 1.6166 -1.10 -0.65 1.38 0.008
C -0.9226 -0.9461 0.7895 -0.41 0.62 -0.28 0.005
C 0.3788 -0.3388 0.3120 -1.19 -0.45 -0.89 0.082
C 0.2880 0.8634 -0.6342 2.83 -0.99 -1.26 0.097
N 1.2585 0.9978 -1.5599 -1.70 -0.26 1.64 0.054
O -0.4630 1.8158 -0.5206 -1.68 0.97 0.93 0.736
H -1.5477 -2.7548 1.7822 0.21 0.39 -0.15 0.002
H 0.0454 -2.8552 1.1620 0.64 -0.21 -0.32 0.001
H -0.2951 -1.9039 2.6326 0.21 -0.02 -0.43 0.000
H -1.5162 -0.2192 1.3228 0.02 0.31 0.58 0.001
H -1.5723 -1.1672 -0.0418 0.03 -0.43 -0.62 0.001
H 0.9140 -1.1159 -0.2667 0.25 0.56 0.44 0.008
H 0.9221 0.0893 1.1371 0.68 -0.06 0.36 0.002
H 1.7550 0.1605 -1.8077 0.61 0.31 -0.33 0.004
H 1.4030 1.9559 -1.8233 0.61 -0.08 -1.05 0.001


15
Properties=species:S:1:pos:R:3:forces:R:3:lowdin_spin:R:1 method="wB97M-V/def2-TZVPD" charge=+1 homo_energy_ev="-12.0 / -12.0" homo_lumo_gap_ev="7.75 / 4.04" spin_multiplicity=2
C -2.7161 0.7986 1.5784 2.02 1.09 0.50 0.474
C -2.4718 0.7071 0.2181 -0.76 0.94 -0.99 0.136
N -1.4673 0.0862 -0.4000 -0.93 0.02 1.56 0.331
H -1.9132 0.5729 2.2812 -0.43 -0.56 0.06 0.018
H -3.5031 1.4420 1.9374 -0.39 -0.29 -0.04 0.024
H -3.1616 1.3096 -0.3916 -0.13 -1.17 -0.30 0.004
H -0.6004 -0.0695 0.1184 0.10 -0.73 -0.33 0.003
H -1.6958 -0.4767 -1.2133 0.63 0.62 -0.58 0.007
C 2.7710 -1.6036 -0.9078 0.81 1.66 1.18 0.000
C 2.6314 -0.3031 -0.5935 -0.20 -1.41 0.36 0.000
O 1.4001 0.2853 -0.5448 -1.32 -0.58 0.34 0.002
H 3.8244 -1.7956 -1.0445 0.01 -0.86 0.30 0.000
H 2.0669 -2.3746 -0.6278 -0.34 -0.03 -1.16 0.000
H 3.4367 0.2122 -0.0830 0.27 0.67 -1.04 0.000
H 1.3986 1.2093 -0.3272 0.67 0.63 0.14 0.000


16
Properties=species:S:1:pos:R:3:forces:R:3:lowdin_spin:R:1 method="wB97M-V/def2-TZVPD" charge=-1 homo_energy_ev="0.3 / -3.8" homo_lumo_gap_ev="3.98 / 8.01" spin_multiplicity=2
O 1.3414 -0.0918 0.0735 -0.73 -3.32 -0.26 0.082
C 0.5486 -1.0504 -0.3360 -0.05 1.55 0.37 0.048
O -0.7313 -1.0528 -0.3412 2.64 -0.45 0.00 0.014
C 1.3272 -2.1721 -0.9876 0.03 -0.71 -1.21 0.012
H 0.6925 -3.0702 -1.0577 0.32 0.15 0.01 0.000
H 1.6284 -1.8899 -2.0504 -0.40 -0.17 1.23 0.005
H 2.2542 -2.3801 -0.4363 -0.30 0.03 -0.14 0.002
C -1.7731 1.1060 1.0584 1.11 0.09 -0.12 0.032
C 0.2862 1.5143 -0.2842 -1.08 1.89 -1.12 0.511
N -0.3841 1.5208 0.8925 -0.98 0.70 1.56 0.135
H -2.3862 1.9462 1.3512 -0.45 0.59 -0.01 0.012
H -1.8702 0.3597 1.8480 0.08 -0.20 -0.14 0.000
H -2.1064 0.6791 0.1248 -0.31 -0.14 -0.05 0.005
H -0.2150 1.1581 -1.1631 -0.04 0.04 -0.17 0.057
H 1.1654 2.1230 -0.3600 0.24 0.15 -0.11 0.068
H 0.2224 1.3001 1.6681 -0.08 -0.18 0.15 0.015


ΔE to the lowest compared entry with this formula, charge and spin for every record listed, in sequence, given in eV: 1.8489, 5.5513, 1.8959, 1.5330, 5.1268, 3.5268, 1.6426, 4.0576, 1.3318, 0.9883, 2.4216, 1.6572.
DFT total energy for every record listed, in sequence, given in Ha: -287.764507, -287.628443, -287.762777, -287.776115, -287.644047, -287.702843, -287.772085, -287.471735, -287.451837, -287.464461, -287.411788, -362.974135.
Max |F| for every record listed, in sequence, given in eV/A: 0.4, 0.6, 0.7, 2.7, 1.5, 5.5, 0.3, 6.5, 4.0, 3.3, 2.4, 3.4.